1.
{
  "formula": "C30H45O23Pt",
  "method": "the ωB97M-V functional and the def2-TZVPD basis",
  "species": ["Pt", "C", "C", "O", "O", "H", "H", "H", "C", "C", "C", "O", "C", "O", "O", "H", "H", "H", "H", "H", "H", "C", "C", "C", "O", "C", "O", "O", "H", "H", "H", "H", "H", "H", "C", "C", "C", "O", "C", "O", "O", "H", "H", "H", "H", "H", "H", "C", "C", "C", "O", "C", "O", "O", "H", "H", "H", "H", "H", "H", "C", "C", "C", "O", "C", "O", "O", "H", "H", "H", "H", "H", "H", "C", "C", "C", "O", "C", "O", "O", "H", "H", "H", "H", "H", "H", "C", "C", "C", "O", "C", "O", "O", "H", "H", "H", "H", "H", "H"],
  "xyz": [[-0.56, 2.23, 3.18], [0.62, -0.28, 0.07], [0.25, 0.66, 1.17], [0.33, 0.35, 2.41], [-0.22, 1.82, 0.92], [-0.31, -0.53, -0.45], [1.04, -1.18, 0.50], [1.29, 0.18, -0.65], [-6.84, 2.00, 1.06], [-5.73, 1.11, 1.57], [-4.92, 0.36, 0.53], [-3.55, 0.53, 1.01], [-3.55, 1.42, 1.97], [-2.58, 1.74, 2.58], [-4.71, 1.95, 2.19], [-6.44, 2.70, 0.33], [-7.16, 2.63, 1.89], [-7.69, 1.43, 0.68], [-6.07, 0.40, 2.32], [-4.97, 0.75, -0.49], [-5.14, -0.71, 0.53], [-0.73, -2.91, 3.74], [-1.59, -2.46, 2.58], [-2.41, -3.60, 1.91], [-3.76, -3.20, 2.04], [-3.86, -2.08, 2.78], [-4.88, -1.52, 3.01], [-2.65, -1.63, 3.15], [-1.34, -3.23, 4.58], [-0.01, -2.15, 4.04], [-0.14, -3.77, 3.39], [-1.06, -1.86, 1.85], [-2.15, -4.54, 2.40], [-2.16, -3.72, 0.86], [0.63, -1.59, -3.75], [-0.59, -2.14, -3.02], [-1.21, -3.38, -3.70], [-0.84, -4.46, -2.85], [-0.20, -4.01, -1.77], [0.29, -4.71, -0.97], [-0.11, -2.67, -1.77], [0.34, -0.97, -4.60], [1.29, -2.39, -4.08], [1.17, -0.95, -3.06], [-1.35, -1.38, -2.90], [-0.87, -3.50, -4.72], [-2.29, -3.23, -3.69], [2.53, -4.36, 1.71], [3.58, -4.11, 0.67], [3.50, -4.91, -0.64], [3.42, -3.90, -1.66], [3.46, -2.67, -1.13], [3.51, -1.67, -1.74], [3.59, -2.73, 0.22], [1.51, -4.34, 1.32], [2.59, -3.63, 2.52], [2.74, -5.31, 2.21], [4.58, -4.22, 1.10], [2.59, -5.52, -0.64], [4.33, -5.56, -0.87], [-3.13, 3.71, -2.29], [-1.92, 2.91, -1.91], [-2.09, 1.35, -2.10], [-1.03, 0.98, -3.00], [-0.25, 2.06, -3.28], [0.76, 2.03, -3.86], [-0.81, 3.18, -2.79], [-3.46, 3.55, -3.32], [-2.90, 4.78, -2.31], [-3.98, 3.49, -1.65], [-1.59, 3.04, -0.88], [-3.04, 1.05, -2.53], [-1.91, 0.93, -1.11], [3.21, 5.33, -1.80], [1.72, 5.12, -2.09], [0.90, 4.78, -0.81], [-0.16, 5.73, -0.84], [0.04, 6.63, -1.83], [-0.66, 7.53, -2.01], [1.18, 6.39, -2.50], [3.69, 5.84, -2.63], [3.63, 4.34, -1.62], [3.30, 5.97, -0.93], [1.55, 4.33, -2.82], [1.51, 4.81, 0.09], [0.58, 3.75, -0.90], [5.10, 0.42, 0.73], [4.31, 0.48, 2.01], [3.97, -0.82, 2.72], [4.38, -0.61, 4.06], [5.01, 0.57, 4.17], [5.48, 0.97, 5.14], [5.03, 1.23, 3.00], [5.27, 1.44, 0.36], [4.74, -0.19, -0.09], [6.10, 0.05, 1.00], [3.42, 1.09, 1.80], [4.53, -1.66, 2.29], [2.92, -1.10, 2.65]],
  "orbital_gap_ev": [6.952, 6.128],
  "lumo_energy_ev": [-5.86, -6.68],
  "e_above_lowest_kj_mol": 0.00,
  "s2": 2.01,
  "total_energy_ev": -82171.5938,
  "mol_weight_da": 968.75,
  "homo_ev": [-12.81, -12.81],
  "charge": 1,
  "multiplicity": 3
}

2.
{
  "formula": "C30H46BN3O14",
  "method": "the ωB97M-V functional and the def2-TZVPD basis",
  "species": ["C", "O", "B", "O", "C", "C", "N", "C", "C", "N", "C", "N", "H", "H", "H", "H", "H", "H", "H", "H", "H", "H", "O", "C", "O", "C", "C", "C", "H", "H", "H", "H", "H", "H", "O", "C", "O", "C", "C", "C", "H", "H", "H", "H", "H", "H", "O", "C", "O", "C", "C", "C", "H", "H", "H", "H", "H", "H", "O", "C", "O", "C", "C", "C", "H", "H", "H", "H", "H", "H", "O", "C", "O", "C", "C", "C", "H", "H", "H", "H", "H", "H", "O", "C", "O", "C", "C", "C", "H", "H", "H", "H", "H", "H"],
  "xyz": [[-6.19, 1.49, 1.31], [-5.39, 0.52, 1.99], [-4.91, -0.49, 1.18], [-5.63, -1.62, 0.94], [-3.42, -0.34, 0.52], [-2.51, 0.28, 1.50], [-1.86, 0.78, 2.31], [-3.46, 0.48, -0.78], [-4.53, -0.03, -1.66], [-5.42, -0.54, -2.20], [-2.10, 0.48, -1.51], [-2.04, 1.48, -2.59], [-6.79, 1.04, 0.52], [-6.86, 1.93, 2.05], [-5.58, 2.30, 0.92], [-5.34, -2.06, 0.14], [-3.04, -1.35, 0.35], [-3.70, 1.52, -0.53], [-1.91, -0.47, -1.99], [-1.31, 0.66, -0.78], [-2.49, 2.34, -2.29], [-2.54, 1.10, -3.38], [2.28, -0.21, 7.19], [1.25, -0.52, 6.66], [0.53, 0.34, 5.91], [-0.70, -0.28, 5.49], [-0.44, -1.78, 5.57], [0.55, -1.86, 6.73], [-1.50, 0.04, 6.16], [-0.94, 0.04, 4.48], [-1.34, -2.36, 5.71], [0.05, -2.12, 4.65], [0.05, -1.94, 7.70], [1.27, -2.67, 6.63], [1.02, 5.51, 10.08], [1.29, 4.44, 9.62], [0.93, 4.06, 8.38], [1.32, 2.69, 8.14], [2.45, 2.42, 9.13], [2.06, 3.32, 10.30], [0.45, 2.05, 8.32], [1.63, 2.58, 7.11], [2.55, 1.37, 9.38], [3.39, 2.75, 8.71], [1.38, 2.82, 11.00], [2.91, 3.71, 10.84], [-2.82, -0.53, -4.64], [-1.81, -0.59, -5.28], [-1.36, -1.74, -5.83], [-0.06, -1.52, -6.43], [0.00, -0.03, -6.71], [-0.84, 0.54, -5.57], [0.71, -1.85, -5.73], [0.01, -2.12, -7.34], [1.02, 0.35, -6.74], [-0.48, 0.19, -7.66], [-0.25, 0.71, -4.67], [-1.37, 1.44, -5.84], [-0.31, -2.26, -1.23], [-0.56, -3.00, -2.14], [0.28, -3.20, -3.17], [-0.33, -4.05, -4.16], [-1.42, -4.81, -3.42], [-1.83, -3.80, -2.35], [-0.74, -3.41, -4.95], [0.43, -4.70, -4.59], [-2.23, -5.14, -4.06], [-0.99, -5.69, -2.94], [-2.61, -3.12, -2.71], [-2.15, -4.26, -1.42], [3.28, -1.35, -5.76], [3.97, -0.43, -6.10], [3.71, 0.31, -7.20], [4.75, 1.28, -7.40], [5.39, 1.47, -6.03], [5.22, 0.08, -5.41], [5.45, 0.89, -8.14], [4.31, 2.20, -7.79], [6.42, 1.81, -6.09], [4.82, 2.20, -5.46], [6.04, -0.59, -5.66], [5.08, 0.11, -4.34], [3.56, 3.10, 0.51], [2.99, 2.06, 0.40], [3.57, 0.96, -0.15], [2.61, -0.11, -0.23], [1.56, 0.21, 0.81], [1.56, 1.74, 0.81], [2.20, -0.13, -1.24], [3.11, -1.05, -0.04], [0.59, -0.23, 0.58], [1.87, -0.16, 1.79], [0.89, 2.15, 0.05], [1.33, 2.17, 1.78]],
  "orbital_gap_ev": 9.928,
  "lumo_energy_ev": 0.26,
  "total_energy_ev": -65671.2630,
  "mol_weight_da": 683.52,
  "homo_ev": -9.67,
  "smiles": "COB(O)[C@H](C#N)[C@H](C#N)CN.O=C1CCCO1.O=C1CCCO1.O=C1CCCO1.O=C1CCCO1.O=C1CCCO1.O=C1CCCO1"
}

3.
{
  "formula": "C30H46IN6O6PSiTi",
  "method": "the ωB97M-V functional and the def2-TZVPD basis",
  "species": ["Ti", "O", "C", "C", "C", "N", "C", "C", "C", "O", "O", "C", "O", "O", "H", "H", "H", "N", "P", "N", "C", "C", "C", "C", "C", "N", "C", "C", "C", "C", "C", "N", "C", "C", "C", "C", "C", "H", "H", "H", "H", "H", "H", "H", "H", "H", "H", "H", "H", "H", "H", "H", "H", "H", "H", "H", "H", "H", "H", "H", "H", "H", "H", "H", "H", "H", "H", "I", "C", "C", "C", "C", "N", "C", "H", "H", "H", "H", "C", "Si", "C", "C", "O", "H", "H", "H", "H", "H", "H", "H", "H", "H"],
  "xyz": [[0.37, -0.54, -0.34], [-2.88, 2.80, 3.64], [-2.26, 2.08, 2.69], [-1.80, 2.65, 1.50], [-1.19, 1.81, 0.59], [-1.05, 0.52, 0.83], [-1.46, -0.03, 1.96], [-2.09, 0.71, 2.93], [-1.07, -1.51, 2.02], [-1.44, -2.22, 2.93], [-0.34, -1.86, 1.00], [-0.56, 2.19, -0.75], [-0.65, 3.32, -1.18], [0.02, 1.17, -1.31], [-2.94, 3.73, 3.37], [-1.89, 3.71, 1.29], [-2.43, 0.26, 3.85], [1.71, 0.06, 0.72], [3.00, -0.61, 1.29], [4.24, -0.53, 0.18], [4.31, 0.65, -0.68], [5.19, 0.36, -1.88], [6.64, 0.10, -1.43], [6.68, -0.57, -0.05], [5.43, -1.39, 0.20], [2.99, -2.22, 1.68], [2.85, -3.21, 0.60], [3.56, -4.50, 0.99], [3.00, -5.03, 2.30], [3.06, -3.96, 3.39], [2.37, -2.69, 2.92], [3.42, 0.13, 2.71], [2.66, 1.26, 3.26], [3.60, 2.39, 3.63], [4.59, 1.95, 4.72], [4.77, 0.42, 4.73], [4.72, -0.14, 3.32], [4.71, 1.52, -0.14], [3.29, 0.91, -0.99], [5.15, 1.18, -2.59], [4.79, -0.52, -2.40], [7.19, 1.05, -1.39], [7.15, -0.52, -2.17], [6.75, 0.19, 0.73], [7.56, -1.20, 0.04], [5.49, -1.91, 1.15], [5.35, -2.17, -0.58], [3.25, -2.79, -0.32], [1.79, -3.41, 0.43], [4.63, -4.30, 1.09], [3.44, -5.23, 0.19], [3.55, -5.93, 2.62], [1.96, -5.33, 2.15], [4.11, -3.74, 3.63], [2.58, -4.32, 4.30], [2.46, -1.90, 3.68], [1.30, -2.88, 2.77], [2.09, 0.94, 4.15], [1.93, 1.57, 2.51], [3.03, 3.26, 3.96], [4.14, 2.69, 2.73], [4.25, 2.27, 5.70], [5.56, 2.43, 4.56], [3.97, -0.04, 5.32], [5.71, 0.14, 5.20], [4.88, -1.23, 3.34], [5.53, 0.29, 2.73], [-4.89, 0.53, -3.68], [-3.68, -0.84, -2.68], [-4.01, -2.18, -2.62], [-3.16, -3.04, -1.94], [-2.02, -2.53, -1.35], [-1.71, -1.23, -1.41], [-2.52, -0.40, -2.07], [-4.91, -2.55, -3.09], [-3.38, -4.10, -1.87], [-1.34, -3.16, -0.80], [-2.21, 0.63, -2.12], [-0.03, -2.28, -4.20], [1.47, -1.64, -3.27], [1.98, 0.04, -3.95], [2.87, -2.89, -3.46], [1.14, -1.52, -1.68], [0.20, -2.45, -5.25], [-0.86, -1.57, -4.15], [-0.38, -3.23, -3.78], [2.84, -0.04, -4.62], [2.24, 0.71, -3.14], [1.17, 0.50, -4.51], [3.21, -2.97, -4.49], [2.55, -3.88, -3.14], [3.73, -2.60, -2.84]],
  "orbital_gap_ev": 8.658,
  "lumo_energy_ev": 0.19,
  "e_above_lowest_kj_mol": 0.00,
  "total_energy_ev": -101475.2122,
  "mol_weight_da": 820.57,
  "homo_ev": -8.47
}